[1]
{
  "formula": "C27H25N5O5",
  "method": "ωB97M-V/def2-TZVPD",
  "species": ["C", "C", "C", "C", "C", "C", "N", "C", "C", "C", "O", "N", "H", "C", "N", "C", "C", "C", "C", "C", "C", "C", "O", "N", "C", "O", "C", "H", "C", "C", "C", "O", "N", "H", "C", "C", "C", "C", "C", "O", "H", "H", "H", "H", "H", "H", "H", "H", "H", "H", "H", "H", "H", "H", "H", "H", "H", "H", "H", "H", "H", "H"],
  "xyz": [[-1.2450, 3.3351, -3.1350], [0.1123, 2.9471, -2.6537], [1.0363, 2.4931, -3.5526], [2.3054, 2.0512, -3.1373], [2.5808, 2.0180, -1.8094], [1.6193, 2.4553, -0.8621], [1.9020, 2.2884, 0.4027], [0.9787, 2.6146, 1.3185], [-0.1429, 3.3164, 0.9961], [-0.4527, 3.6246, -0.3595], [-1.3712, 4.3318, -0.7260], [0.4272, 3.0038, -1.3172], [-0.8557, 3.6303, 1.7403], [1.1881, 2.0323, 2.6912], [0.7376, 0.6439, 2.6108], [1.5405, -0.3449, 2.0828], [2.8923, -0.1460, 1.7837], [3.6668, -1.1900, 1.3242], [3.1332, -2.4619, 1.1495], [1.7987, -2.6671, 1.4108], [0.9975, -1.6189, 1.8638], [-0.4275, -1.8591, 2.0558], [-0.9914, -2.9047, 1.7916], [-1.1314, -0.7872, 2.5682], [-0.6081, 0.4670, 2.8313], [-1.3039, 1.3546, 3.2798], [-2.5652, -0.9584, 2.7539], [-2.9021, -0.1361, 3.3869], [-3.3262, -0.9581, 1.4260], [-2.9821, 0.2599, 0.5555], [-1.7172, 0.0354, -0.2524], [-0.6594, 0.5962, -0.0355], [-1.8781, -0.8162, -1.2885], [-2.7269, -1.3568, -1.3540], [-0.7662, -1.2767, -2.0918], [-0.3813, -2.6792, -1.7410], [0.8327, -3.2758, -1.5841], [0.5662, -4.6286, -1.2548], [-0.7864, -4.7476, -1.2324], [-1.3704, -3.5763, -1.5335], [-1.4325, -5.5750, -1.0181], [1.2851, -5.3971, -1.0587], [1.7908, -2.8087, -1.6816], [-1.0470, -1.2090, -3.1511], [0.0783, -0.6101, -1.9006], [-3.8007, 0.4578, -0.1397], [-2.8400, 1.1388, 1.1857], [-4.3926, -0.9522, 1.6578], [-3.0990, -1.8829, 0.8917], [-2.7230, -1.9135, 3.2615], [1.3317, -3.6300, 1.2734], [3.7555, -3.2724, 0.8029], [4.7084, -1.0115, 1.1005], [3.3384, 0.8278, 1.8792], [2.2299, 2.0669, 3.0029], [0.5566, 2.5355, 3.4244], [3.5065, 1.6404, -1.4093], [3.0248, 1.7182, -3.8694], [0.7777, 2.4643, -4.5988], [-2.0146, 2.8487, -2.5394], [-1.4025, 4.4073, -3.0380], [-1.3563, 3.0472, -4.1779]],
  "nbo_charge": [-0.64, 0.28, -0.29, -0.15, -0.24, 0.43, -0.54, 0.27, -0.38, 0.64, -0.62, -0.40, 0.24, -0.26, -0.43, 0.31, -0.26, -0.17, -0.26, -0.12, -0.23, 0.69, -0.61, -0.47, 0.83, -0.65, -0.22, 0.24, -0.41, -0.51, 0.71, -0.67, -0.61, 0.40, -0.26, 0.26, -0.30, -0.32, 0.10, -0.41, 0.20, 0.23, 0.23, 0.21, 0.25, 0.23, 0.25, 0.22, 0.22, 0.22, 0.24, 0.21, 0.21, 0.23, 0.22, 0.26, 0.24, 0.22, 0.22, 0.24, 0.26, 0.21],
  "e_above_lowest_kj_mol": 2.65,
  "energy_ha": -1693.965889,
  "homo_energy_ev": -7.835,
  "smiles": "Cc1cccc2nc(Cn3c(=O)n(CCCC(=O)NCc4ccco4)c(=O)c4ccccc43)cc(=O)n12",
  "multiplicity": 1,
  "gap_ev": 8.2
}

[2]
{
  "formula": "C5H13OPS",
  "method": "ωB97M-V/def2-TZVPD",
  "species": ["C", "C", "C", "C", "C", "O", "P", "S", "H", "H", "H", "H", "H", "H", "H", "H", "H", "H", "H", "H", "H"],
  "xyz": [[-0.6306, -0.9226, 2.1032], [0.1038, 1.1625, 0.9906], [-1.7168, -0.3562, -0.0514], [0.9404, 0.0436, -3.8384], [-0.4375, -0.2689, 0.7581], [-0.5562, 1.9818, -2.8258], [0.7778, 1.4048, -2.5714], [0.8861, -1.2273, -0.1415], [-1.3825, -0.4953, 2.7041], [-0.6136, -2.0754, 2.0767], [0.2486, -0.8158, 2.7228], [-0.0137, 1.8159, 0.0124], [1.1312, 1.0438, 1.2330], [-0.5856, 1.5909, 1.7995], [-1.5765, -0.5227, -1.0849], [-2.4485, -0.9690, 0.4126], [-2.0848, 0.6355, -0.0361], [1.0567, 0.3798, -4.9145], [0.0130, -0.5024, -3.9932], [1.6541, -0.6289, -3.5514], [1.0671, -0.2604, -1.1865]],
  "nbo_charge": [-0.64, -0.62, -0.63, -0.91, -0.10, -0.84, 1.09, -0.09, 0.22, 0.22, 0.22, 0.21, 0.22, 0.21, 0.22, 0.22, 0.21, 0.25, 0.25, 0.23, 0.06],
  "energy_ha": -1012.953618,
  "homo_energy_ev": [-7.353, -8.824],
  "s_squared": 2.011,
  "multiplicity": 3,
  "gap_ev": [8.1, 5.9]
}

[3]
{
  "formula": "C7H10N2O",
  "method": "ωB97M-V/def2-TZVPD",
  "species": ["C", "C", "C", "C", "C", "C", "C", "N", "N", "O", "H", "H", "H", "H", "H", "H", "H", "H", "H", "H"],
  "xyz": [[2.6710, 0.7636, -0.4059], [1.7137, 1.5058, 0.2459], [2.3728, -0.5964, -0.0225], [-3.0437, -1.0909, 0.2901], [-2.1469, -0.4505, 1.3732], [-2.2193, -0.1571, -0.1419], [-1.4584, 0.3137, -1.3485], [1.0737, 0.6724, 1.1089], [1.3807, -0.6085, 0.8223], [2.9423, -1.7791, -0.4416], [3.3608, 1.0088, -1.0631], [1.4835, 2.5038, 0.1971], [2.9118, -1.7100, -1.3790], [-3.6510, -1.9563, 0.1824], [-2.5470, 0.3445, 1.9862], [-1.2109, -0.8607, 1.8033], [-1.8984, -0.0248, -2.1846], [-0.5634, -0.2386, -1.3955], [-1.4067, 1.4627, -1.2060], [0.2353, 0.8975, 1.5793]],
  "nbo_charge": [-0.39, -0.02, 0.41, -0.21, -0.46, 0.05, -0.65, -0.34, -0.31, -0.66, 0.21, 0.21, 0.48, 0.22, 0.17, 0.19, 0.22, 0.24, 0.22, 0.41],
  "e_above_lowest_kj_mol": 482.64,
  "energy_ha": -457.324959,
  "homo_energy_ev": -9.088,
  "smiles": "Oc1cc[nH]n1.CC1=CC1",
  "multiplicity": 1,
  "gap_ev": 9.8
}

[4]
{
  "formula": "C2H5BrOS",
  "method": "ωB97M-V/def2-TZVPD",
  "species": ["C", "C", "O", "S", "Br", "H", "H", "H", "H", "H"],
  "xyz": [[0.3521, 0.7936, 0.1625], [-0.7619, -0.4348, -1.8122], [-0.0738, -2.0856, -0.2982], [0.5139, 0.5861, -1.6284], [-1.0745, -1.3506, -3.3796], [0.5324, -0.1826, 0.5452], [-0.5461, 1.1885, 0.4012], [1.2011, 1.5322, 0.6171], [-1.5828, -0.3451, -1.0465], [-0.8886, -1.9499, 0.1595]],
  "nbo_charge": [-0.74, -0.37, -0.96, 0.47, 0.22, 0.29, 0.21, 0.24, 0.24, 0.41],
  "e_above_lowest_kj_mol": 342.90,
  "energy_ha": -3126.501733,
  "homo_energy_ev": [-8.910, -8.442],
  "multiplicity": 1,
  "gap_ev": [8.1, 7.6]
}

[5]
{
  "formula": "C4H10O",
  "method": "ωB97M-V/def2-TZVPD",
  "species": ["C", "C", "C", "C", "O", "H", "H", "H", "H", "H", "H", "H", "H", "H", "H"],
  "xyz": [[-2.2063, -0.3995, 0.0510], [-1.0136, -0.2239, 0.6130], [0.2567, -0.8801, 0.1496], [1.4556, 0.0572, 0.1045], [2.5991, -0.7414, -0.1381], [-2.3325, -1.0335, -0.8240], [-3.1030, 0.0697, 0.4467], [-1.0244, 1.9858, -0.9404], [-0.5566, 2.5319, -1.1335], [-0.9345, 0.4204, 1.4913], [0.1152, -1.3340, -0.8378], [0.5175, -1.6926, 0.8404], [1.3173, 0.8124, -0.6839], [1.5401, 0.5923, 1.0650], [3.3691, -0.1646, -0.2039]],
  "nbo_charge": [-0.40, -0.17, -0.46, -0.05, -0.72, 0.19, 0.20, 0.01, -0.01, 0.19, 0.21, 0.22, 0.16, 0.15, 0.47],
  "e_above_lowest_kj_mol": 190.08,
  "energy_ha": -233.572552,
  "homo_energy_ev": -9.714,
  "smiles": "C=CCCO.[H][H]",
  "multiplicity": 1,
  "gap_ev": 10.7
}

[6]
{
  "formula": "C4H9N2",
  "method": "ωB97M-V/def2-TZVPD",
  "species": ["C", "C", "C", "C", "N", "N", "H", "H", "H", "H", "H", "H", "H", "H", "H"],
  "xyz": [[0.3562, 1.3037, -0.6736], [-1.0043, 0.6058, -0.5454], [-0.1777, -0.6303, -0.6765], [-0.0431, -1.9371, 1.5154], [0.9640, 0.1691, -0.8242], [0.7952, 2.5398, -0.6098], [-1.6682, 1.0235, 0.2082], [-1.5547, 0.5656, -1.4911], [-0.1834, -1.4719, -1.3984], [-0.5702, -2.7085, 1.0828], [-0.4961, -1.0376, 1.8091], [0.9375, -2.2228, 1.7464], [2.0058, 0.0344, -0.8926], [0.0802, 3.2865, -0.6591], [1.6577, 2.7761, -0.1943]],
  "nbo_charge": [0.53, -0.52, 0.00, -0.42, -0.51, -0.74, 0.28, 0.27, 0.23, 0.19, 0.19, 0.19, 0.44, 0.44, 0.43],
  "e_above_lowest_kj_mol": 482.27,
  "energy_ha": -266.915598,
  "homo_energy_ev": [-12.477, -12.548],
  "multiplicity": 1,
  "total_charge": 1,
  "gap_ev": [8.2, 8.8]
}

[7]
{
  "formula": "C6H8O2",
  "method": "ωB97M-V/def2-TZVPD",
  "species": ["C", "C", "C", "C", "C", "C", "O", "O", "H", "H", "H", "H", "H", "H", "H", "H"],
  "xyz": [[0.3659, 0.3152, 0.1479], [0.4518, -0.5105, 1.4045], [1.6615, 1.0015, -0.2166], [-1.1615, -1.3625, -0.8400], [-0.8059, 0.8676, -0.3320], [-1.9762, 0.0642, -0.6339], [-1.5075, -2.2673, -0.1043], [-3.1337, 0.2860, -0.8516], [-0.6394, -1.4381, -1.7961], [-0.7348, 1.6788, -1.0579], [-0.5316, -0.7903, 1.7833], [1.0101, -1.4307, 1.2101], [0.9848, 0.0354, 2.1900], [1.5826, 1.5916, -1.1345], [2.4602, 0.2647, -0.3411], [1.9738, 1.6946, 0.5722]],
  "nbo_charge": [0.10, -0.67, -0.65, 0.33, -0.34, 0.49, -0.51, -0.49, 0.15, 0.23, 0.24, 0.23, 0.23, 0.22, 0.22, 0.23],
  "e_above_lowest_kj_mol": 274.49,
  "energy_ha": -383.805569,
  "homo_energy_ev": -8.836,
  "smiles": "CC(C)=CC(=O)C=O",
  "multiplicity": 1,
  "gap_ev": 8.4
}

[8]
{
  "formula": "C4H9N3S",
  "method": "ωB97M-V/def2-TZVPD",
  "species": ["C", "C", "C", "C", "H", "H", "H", "H", "H", "H", "H", "H", "H", "N", "N", "N", "S"],
  "xyz": [[2.5264, 0.2516, 0.4433], [1.0967, -0.2187, -0.0346], [-2.1650, 0.0230, 0.4336], [0.7091, 0.5439, -1.3303], [2.6844, 1.3699, 0.3955], [3.3787, -0.2396, -0.2077], [2.6866, -0.0994, 1.4907], [1.2345, -1.2412, -0.2951], [0.4184, -0.2030, 1.8908], [-2.1335, 1.2243, 0.5270], [-4.1256, -0.0460, -0.5786], [-3.2814, -1.5239, -0.3388], [0.0901, 1.4187, -1.1405], [0.0877, -0.0153, 0.9437], [-1.0867, -0.7400, 0.6007], [-3.3526, -0.5477, -0.0254], [1.2320, 0.0432, -2.7743]],
  "nbo_charge": [-0.61, -0.14, 0.28, -0.23, 0.22, 0.23, 0.21, 0.19, 0.37, 0.18, 0.41, 0.40, 0.19, -0.51, -0.39, -0.83, 0.05],
  "e_above_lowest_kj_mol": 256.96,
  "energy_ha": -720.175482,
  "homo_energy_ev": -8.427,
  "smiles": "C[C@H](C=S)N/N=C/N",
  "multiplicity": 1,
  "gap_ev": 8.5
}